Entry 1:
Density functional theory data (wB97M-V/def2-TZVPD) for a molecular structure, C50H52CuN4O2P2.

Last column: Löwdin charge in e.
Positions of all 111 atoms, in Å:
Cu: 0.173 -1.879 0.719  0.33
C: -4.554 2.492 3.545  -0.03
C: -3.737 1.594 2.629  -0.27
C: -1.531 3.114 1.752  -0.06
C: -0.376 2.607 1.010  -0.09
C: 0.000 3.479 0.003  -0.07
N: 0.327 3.259 -1.274  0.08
C: 0.046 1.968 -1.864  -0.20
C: -0.372 1.915 -3.333  -0.10
C: -1.181 0.644 -3.680  -0.07
N: -0.557 -0.637 -3.195  -0.04
C: -0.945 -1.951 -3.820  0.08
C: 0.092 -2.941 -3.553  -0.17
C: 1.270 -2.977 -4.311  -0.01
C: 2.388 -3.699 -3.926  -0.28
C: 3.597 -3.839 -4.812  -0.05
C: 2.349 -4.270 -2.652  0.01
C: 1.238 -4.183 -1.828  -0.12
C: 1.384 -4.516 -0.413  -0.06
N: 0.982 -3.755 0.531  -0.01
C: 1.116 -4.221 1.914  -0.21
C: -0.231 -4.676 2.479  -0.14
C: -1.447 -3.882 2.007  -0.18
N: -1.279 -2.418 2.022  0.02
C: -2.066 -1.738 2.745  -0.08
C: -2.265 -0.292 2.660  -0.19
C: -3.395 0.225 3.169  0.03
C: -0.195 1.115 1.432  -0.32
O: 0.549 0.223 0.573  -0.40
C: -0.017 -3.652 -2.299  -0.38
O: -1.061 -3.623 -1.588  -0.07
H: -4.643 3.503 3.144  0.10
H: -5.563 2.089 3.626  0.10
H: -4.142 2.544 4.552  0.09
H: -1.909 4.112 1.572  0.17
H: -0.139 4.534 0.232  0.15
H: 0.521 4.060 -1.855  0.16
H: 0.908 1.322 -1.721  0.07
H: -0.778 1.594 -1.257  0.08
H: -1.032 2.753 -3.567  0.12
H: 0.502 1.997 -3.984  0.13
H: -2.175 0.702 -3.240  0.11
H: -1.289 0.554 -4.759  0.14
H: 0.453 -0.590 -3.362  0.18
H: -1.995 -2.164 -3.663  0.12
H: 1.288 -2.448 -5.261  0.12
H: 3.553 -3.143 -5.649  0.08
H: 4.520 -3.645 -4.263  0.08
H: 3.670 -4.845 -5.228  0.09
H: 3.245 -4.752 -2.268  0.13
H: 1.907 -5.442 -0.145  0.15
H: 1.835 -5.042 1.990  0.12
H: 1.507 -3.390 2.507  0.10
H: -0.413 -5.709 2.176  0.12
H: -0.171 -4.674 3.569  0.12
H: -1.651 -4.139 0.964  0.12
H: -2.316 -4.162 2.607  0.12
H: -2.761 -2.251 3.416  0.14
H: -4.089 -0.334 3.786  0.14
C: -2.077 -0.989 -1.122  -0.28
C: -0.677 -0.828 -1.697  -0.20
P: 2.258 0.164 0.080  1.17
C: 2.847 1.892 0.047  -0.36
C: 2.844 2.847 1.069  -0.11
C: 3.415 4.094 0.875  -0.06
C: 4.020 4.406 -0.338  -0.05
C: 4.045 3.467 -1.357  -0.06
C: 3.454 2.225 -1.165  -0.12
C: 3.249 -0.585 1.416  -0.36
C: 3.863 0.040 2.510  -0.09
C: 4.707 -0.671 3.342  -0.05
C: 4.976 -2.014 3.091  -0.04
C: 4.408 -2.637 1.994  -0.06
C: 3.557 -1.923 1.159  -0.12
P: -2.872 0.176 0.090  1.24
C: -1.692 0.702 1.645  -0.23
C: 0.604 1.086 2.709  0.05
C: 0.415 1.638 3.923  -0.01
C: -0.661 2.487 4.234  0.06
C: -1.665 2.839 3.377  -0.04
C: -2.328 1.988 2.179  -0.25
C: -3.437 1.531 -1.034  -0.37
C: -3.075 2.867 -1.161  -0.10
C: -3.723 3.707 -2.062  -0.07
C: -4.746 3.225 -2.861  -0.06
C: -5.140 1.900 -2.731  -0.06
C: -4.509 1.073 -1.816  -0.13
H: -2.130 -1.989 -0.688  0.06
H: -2.841 -1.010 -1.904  0.08
H: -0.146 -0.036 -1.239  0.03
H: -0.112 -1.732 -1.504  0.09
H: 2.378 2.637 2.020  0.08
H: 3.406 4.820 1.678  0.12
H: 4.479 5.375 -0.480  0.12
H: 4.527 3.696 -2.299  0.11
H: 3.480 1.494 -1.967  0.10
H: 3.709 1.091 2.708  0.09
H: 5.178 -0.173 4.180  0.12
H: 5.647 -2.560 3.741  0.12
H: 4.638 -3.671 1.773  0.12
H: 3.141 -2.401 0.282  0.08
H: 1.495 0.476 2.628  0.09
H: 1.154 1.441 4.688  0.13
H: -0.697 2.918 5.230  0.14
H: -2.408 3.516 3.768  0.13
H: -4.327 1.413 1.717  0.13
H: -2.275 3.274 -0.569  0.07
H: -3.424 4.745 -2.134  0.11
H: -5.248 3.878 -3.562  0.12
H: -5.958 1.513 -3.325  0.12
H: -4.873 0.057 -1.697  0.11

The calculation puts the LUMO energy (alpha / beta) at -6.75 / -6.75 eV. As for the net charge: +2. For the energy above the lowest of the compared OMol25 structures with the same formula, charge and spin, the calculation gives 0.00 kcal per mole. For the total energy, the calculation gives -4628.428769 Ha. Its HOMO energy (alpha / beta) is -11.141 / -11.205 eV. The gap between HOMO and LUMO (alpha / beta) is 4.395 / 4.459 eV. As for the multiplicity: 2.



Entry 2:
Density functional theory data (wB97M-V/def2-TZVPD) for a molecular structure, C34H47As2N5O2RuS.

Last column: Löwdin charge in e.
Positions of all 92 atoms, in Å:
Ru: -0.716 -0.267 0.655  0.83
C: 1.871 4.302 -2.689  -0.34
As: 1.353 2.626 -1.801  1.17
C: 3.160 2.034 -1.321  -0.31
C: 1.155 1.510 -3.414  -0.42
C: 2.032 1.686 -4.482  -0.13
C: 1.920 0.933 -5.641  -0.10
C: 0.911 -0.012 -5.738  -0.10
C: 0.034 -0.197 -4.679  -0.12
C: 0.136 0.553 -3.506  -0.40
As: -1.078 0.160 -1.984  1.14
C: -2.390 -0.927 -2.945  -0.32
C: -2.159 1.791 -2.138  -0.32
H: 2.775 4.207 -3.290  0.01
H: 2.037 5.052 -1.915  0.01
H: 1.049 4.636 -3.321  0.02
H: 3.828 2.065 -2.182  0.02
H: 3.101 1.013 -0.943  0.01
H: 3.544 2.679 -0.531  0.01
H: 2.822 2.425 -4.415  0.08
H: 2.615 1.084 -6.457  0.10
H: 0.806 -0.612 -6.635  0.10
H: -0.737 -0.950 -4.776  0.07
H: -2.718 -0.386 -3.833  0.03
H: -3.225 -1.072 -2.263  0.03
H: -2.007 -1.907 -3.220  0.02
H: -2.527 1.886 -3.160  0.03
H: -1.551 2.652 -1.871  -0.03
H: -2.985 1.719 -1.430  0.01
N: -2.251 8.564 -0.363  0.08
C: -2.312 7.232 0.068  -0.33
C: -2.007 6.901 1.387  -0.04
C: -2.103 5.591 1.824  -0.07
C: -2.512 4.595 0.951  -0.29
C: -2.843 4.920 -0.356  -0.06
C: -2.736 6.227 -0.800  -0.04
S: -2.679 2.915 1.497  0.57
O: -2.699 2.947 2.939  -0.32
O: -3.829 2.389 0.803  -0.33
N: -1.410 2.097 0.924  -0.14
C: -0.180 2.378 1.398  -0.51
N: 0.168 3.508 2.038  0.14
C: 1.412 3.586 2.466  -0.15
C: 2.353 2.578 2.308  -0.07
C: 1.906 1.455 1.628  -0.18
N: 0.687 1.365 1.150  -0.04
H: -1.608 9.138 0.157  0.08
H: -2.122 8.670 -1.356  0.08
H: -1.691 7.679 2.075  0.10
H: -1.853 5.322 2.841  0.11
H: -3.196 4.144 -1.024  0.10
H: -2.994 6.475 -1.824  0.11
H: 1.682 4.506 2.979  0.10
H: 3.360 2.653 2.689  0.09
H: 2.551 0.603 1.446  0.10
C: 0.523 -3.845 0.543  -0.07
C: 1.260 -2.692 1.225  -0.66
C: 1.785 -3.171 2.583  -0.08
C: 2.448 -2.280 0.344  -0.08
C: 0.400 -1.449 1.409  -0.25
H: 1.156 -4.738 0.531  0.08
H: 0.271 -3.590 -0.486  0.07
H: -0.410 -4.081 1.056  0.08
H: 2.432 -4.046 2.469  0.08
H: 0.958 -3.447 3.243  0.08
H: 2.358 -2.381 3.077  0.07
H: 3.034 -3.164 0.072  0.08
H: 3.113 -1.586 0.865  0.06
H: 2.091 -1.797 -0.568  0.07
H: 0.743 -0.939 2.343  0.04
C: -2.231 -1.813 4.273  -0.11
N: -3.442 -1.081 3.955  -0.26
C: -3.669 -0.026 4.925  -0.12
C: -3.357 -0.523 2.606  -0.21
C: -3.367 -1.582 1.526  -0.25
C: -4.404 -2.516 1.533  -0.07
C: -4.467 -3.520 0.583  -0.12
C: -3.473 -3.572 -0.393  -0.12
C: -2.453 -2.635 -0.389  -0.21
C: -2.342 -1.605 0.565  -0.23
H: -2.319 -2.268 5.263  0.08
H: -1.338 -1.163 4.265  0.08
H: -2.071 -2.602 3.536  0.08
H: -3.746 -0.455 5.928  0.07
H: -4.604 0.490 4.698  0.08
H: -2.864 0.727 4.929  0.08
H: -2.443 0.081 2.504  0.07
H: -4.194 0.167 2.472  0.12
H: -5.153 -2.454 2.316  0.10
H: -5.270 -4.248 0.600  0.08
H: -3.491 -4.348 -1.153  0.09
H: -1.701 -2.708 -1.165  0.05

The calculation puts the LUMO energy (alpha / beta) at 2.47 / 2.47 eV. As for the net charge: -1. For the energy above the lowest of the compared OMol25 structures with the same formula, charge and spin, the calculation gives 0.00 kcal per mole. For the total energy, the calculation gives -6712.617934 Ha. Its HOMO energy (alpha / beta) is -3.475 / -3.749 eV. The gap between HOMO and LUMO (alpha / beta) is 5.945 / 6.218 eV. As for the multiplicity: 2.